Record 1
C5H11NO3S | ωB97M-V with the def2-TZVPD basis set

Geometry (Å):
O (-1.052, 1.769, 1.095)
H (-1.150, 1.983, -0.958)
H (0.849, -2.763, 0.155)
C (-1.133, -0.115, -0.356)
C (-0.678, 1.343, -0.170)
S (2.735, -0.737, 0.704)
O (-2.408, -0.253, 0.086)
H (1.253, 1.753, 0.730)
C (1.216, -0.261, -0.204)
H (2.310, -0.006, 1.769)
H (1.094, 1.527, -2.059)
C (0.861, 1.309, -0.198)
H (1.278, -0.615, -1.257)
H (-1.914, 1.401, 1.252)
O (1.451, 1.907, -1.281)
C (-0.076, -0.903, 0.339)
H (-0.997, -0.153, -1.466)
H (-2.695, -1.146, -0.043)
N (-0.061, -2.346, -0.030)
H (-0.167, -0.757, 1.433)
H (-0.715, -2.938, 0.459)

Computed properties:
Orbital gap, eV: 9.765
Structure (SMILES): N[C@@H]1[C@@H](O)[C@@H](O)[C@H](O)[C@H]1S
Total charge: 0
Energy relative to the best compared isomer or geometry (same formula, charge and spin), kcal/mol: 14.0

Löwdin population analysis, charges in e, atoms 1 to 2:
1. O 0.01
2. H 0.17


Record 2
C2H4IPS | ωB97M-V with the def2-TZVPD basis set

Geometry (Å):
H (-3.440, -1.296, -0.235)
H (2.075, 1.440, -1.258)
H (2.526, 0.674, 0.390)
H (1.254, 2.091, 0.370)
P (-2.073, -1.809, -0.480)
C (0.691, 0.189, -0.480)
I (-1.961, -2.608, 1.823)
C (1.764, 1.181, -0.207)
S (-0.835, 0.137, 0.077)

Computed properties:
Orbital gap, eV: 7.275
Structure (SMILES): CC#S#[PH]I
Total charge: 0
Energy relative to the best compared isomer or geometry (same formula, charge and spin), kcal/mol: 63.8

Löwdin population analysis, charges in e, atoms 1 to 2:
1. H -0.17
2. H 0.08


Record 3
C5H6Cl2GdO3SSc | ωB97M-V with the def2-TZVPD basis set

Geometry (Å):
H (-1.681, -2.120, -3.610)
H (0.826, -3.468, -1.738)
H (0.384, -2.847, -0.159)
Cl (0.307, 3.282, -1.619)
O (5.340, 6.587, -2.994)
H (0.025, -1.870, -4.132)
C (3.823, 6.302, -0.380)
Sc (2.796, 4.875, -1.652)
C (0.045, -2.945, -1.186)
S (-0.493, -1.271, -1.816)
C (0.723, -0.056, 0.530)
C (4.686, 5.896, -2.377)
O (4.453, 6.924, 0.417)
Gd (1.374, 0.957, -1.439)
H (-1.061, -0.484, -3.970)
Cl (3.507, 2.433, -1.385)
H (-0.870, -3.510, -1.184)
C (-0.799, -1.469, -3.568)
O (0.091, -0.535, 1.360)

Computed properties:
Orbital gap (spin up / spin down), eV: 5.342 / 4.433
Spin multiplicity: 8
Total charge: +4
Energy relative to the best compared isomer or geometry (same formula, charge and spin), kcal/mol: 19.6

Löwdin population analysis, charges in e, atoms 1 to 2:
1. H 0.10
2. H 0.09


Record 4
C5H11N | ωB97M-V with the def2-TZVPD basis set

Geometry (Å):
H (-0.028, -2.103, -0.388)
C (1.814, 0.879, -0.039)
H (-1.393, 1.897, -0.474)
H (-0.328, -1.280, 1.193)
C (-1.310, 0.975, 0.080)
H (2.943, 1.014, -0.162)
H (1.742, -1.053, -1.128)
H (-2.577, -0.824, 0.808)
C (1.527, -0.693, -0.098)
H (1.326, 1.487, 0.894)
N (-0.898, -0.189, -0.638)
C (-0.021, -1.087, 0.088)
H (-3.072, -0.078, -0.797)
H (2.072, -1.257, 0.599)
C (-2.266, -0.128, 0.009)
H (1.279, 1.361, -0.968)
H (-0.812, 1.078, 1.021)

Computed properties:
Orbital gap, eV: 10.542
Structure (SMILES): CCCN1CC1
Total charge: 0
Energy relative to the best compared isomer or geometry (same formula, charge and spin), kcal/mol: 55.0

Löwdin population analysis, charges in e, atoms 1 to 2:
1. H 0.11
2. C -0.13


Record 5
C5H13NOS | ωB97M-V with the def2-TZVPD basis set

Geometry (Å):
H (2.453, 2.340, 1.953)
C (-2.546, 0.123, -1.809)
N (2.128, 2.086, 1.054)
O (0.689, 0.451, -0.311)
H (-1.699, 0.148, 0.075)
S (1.272, 0.618, 1.013)
C (-2.547, 0.051, -0.522)
C (2.631, -1.677, -0.105)
H (-1.697, 0.556, -2.382)
H (1.409, 2.782, 0.829)
H (1.748, -2.083, 0.246)
H (-3.513, 0.105, -2.342)
H (3.509, -2.298, 0.152)
C (2.906, -0.366, 0.621)
H (-4.575, -0.635, -0.487)
H (2.687, -1.470, -1.178)
C (-3.843, -0.293, 0.157)
H (3.541, 0.392, -0.082)
H (-4.159, 0.663, 0.616)
H (-3.770, -1.093, 0.873)
H (3.377, -0.401, 1.631)

Computed properties:
Orbital gap, eV: 9.359
Total charge: 0
Energy relative to the best compared isomer or geometry (same formula, charge and spin), kcal/mol: 75.1

Löwdin population analysis, charges in e, atoms 1 to 2:
1. H 0.03
2. C -0.03


Record 6
C3H11NS | ωB97M-V with the def2-TZVPD basis set

Geometry (Å):
C (-0.411, 0.309, -0.855)
H (-1.285, 0.423, -0.200)
H (0.822, -0.440, 0.773)
H (1.504, 1.752, 1.494)
N (0.727, 1.598, 0.865)
H (-0.880, -0.025, 1.800)
H (-0.662, -1.761, -0.860)
H (-1.462, -1.018, -2.207)
C (0.810, 0.391, 0.061)
C (-0.539, -0.992, -1.626)
H (-0.024, -1.088, 2.791)
H (0.331, -1.241, -2.239)
H (1.712, 0.313, -0.571)
H (0.628, 2.422, 0.285)
H (-0.436, 1.188, -1.517)
S (-0.833, -1.833, 2.005)

Computed properties:
Orbital gap, eV: 9.224
Total charge: 0
Energy relative to the best compared isomer or geometry (same formula, charge and spin), kcal/mol: 49.7

Löwdin population analysis, charges in e, atoms 1 to 2:
1. C -0.31
2. H 0.08


Record 7
C28H39BrCl2CoN3O2Si2 | ωB97M-V with the def2-TZVPD basis set

Geometry (Å):
H (-4.188, -5.061, 1.638)
H (2.967, 1.201, 2.316)
C (2.885, -0.605, -0.175)
H (2.764, 4.716, -0.747)
Si (1.334, 2.823, -1.596)
H (0.735, 2.563, -4.026)
H (2.804, -4.086, -1.661)
H (0.827, -2.603, -1.698)
Si (1.032, 2.606, 1.614)
C (0.830, 4.507, 1.750)
C (4.037, -1.362, -0.097)
C (-1.745, 3.194, -0.638)
C (2.850, -3.099, -1.223)
C (-2.260, -3.347, -1.806)
C (0.492, 2.063, -0.111)
C (-1.708, -1.676, -3.424)
H (0.295, 2.249, 3.965)
C (2.903, 1.901, -2.126)
H (-2.672, -3.540, -3.904)
H (-0.973, -4.080, 0.534)
H (3.676, 1.945, -1.353)
C (-3.540, -4.678, 0.843)
Cl (0.351, -3.108, 4.481)
H (-0.615, 2.077, -2.999)
H (-2.858, -5.478, 0.550)
H (-4.183, -4.425, -0.016)
H (-1.679, -1.319, -4.449)
C (-3.716, 1.976, -0.056)
N (-1.569, 1.049, 0.411)
H (-0.184, 0.882, 2.949)
H (-0.297, 3.781, -3.277)
H (2.866, 0.398, 0.227)
O (2.553, -1.129, 3.011)
C (-1.708, -2.573, -0.781)
H (-4.157, -2.014, 0.821)
C (-3.639, -2.444, 1.696)
H (2.178, 5.061, -2.377)
C (-2.897, 0.976, 0.428)
H (-3.034, -1.671, 2.171)
O (0.588, -1.019, 1.910)
C (1.896, 4.637, -1.408)
H (-1.249, 4.065, -1.045)
H (-3.330, 0.076, 0.841)
H (1.108, 5.265, -0.988)
H (3.101, 2.853, 2.929)
C (-1.156, -0.908, -2.407)
C (1.749, -2.270, -1.239)
Co (0.037, -0.161, 0.097)
H (4.920, -0.964, 0.380)
C (-3.120, 3.116, -0.593)
C (-1.587, -3.174, 0.616)
N (1.745, -1.027, -0.735)
Br (5.574, -3.700, -0.650)
Cl (2.591, -4.125, 2.938)
C (1.162, -3.081, 2.899)
H (-0.704, 0.045, -2.673)
H (3.521, 2.515, 1.247)
C (0.182, 2.812, -3.117)
N (-2.786, -3.558, 1.356)
H (-1.107, 2.392, 2.892)
C (-0.103, 1.969, 2.986)
C (4.019, -2.627, -0.647)
H (-2.664, -4.328, -1.582)
H (-0.074, 4.848, 1.239)
C (-2.263, -2.910, -3.122)
C (1.515, -1.587, 2.553)
H (0.467, -3.496, 2.179)
C (-1.126, -1.325, -1.071)
H (-4.791, 1.867, -0.016)
H (-4.399, -2.775, 2.408)
H (-3.729, 3.931, -0.965)
H (-1.049, -2.457, 1.237)
C (-0.969, 2.138, -0.128)
H (0.748, 4.802, 2.800)
H (3.323, 2.344, -3.033)
H (1.680, 5.043, 1.321)
H (2.692, 0.850, -2.328)
C (2.830, 2.253, 2.055)

Computed properties:
Orbital gap (spin up / spin down), eV: 6.768 / 6.670
Spin multiplicity: 2
Total charge: -1

Löwdin population analysis, charges in e, atoms 1 to 2:
1. H 0.08
2. H 0.01


Record 8
C3H12N2O2 | ωB97M-V with the def2-TZVPD basis set

Geometry (Å):
H (0.218, 2.367, 1.572)
H (0.023, -2.860, 0.281)
H (-1.949, -1.332, -0.332)
H (-0.744, -1.832, 2.160)
N (-0.035, -1.329, 1.601)
N (-0.965, -1.249, -0.701)
H (1.017, 1.132, -0.205)
C (0.036, -1.754, 0.274)
H (-0.328, 0.267, 2.851)
O (0.899, 0.869, -3.204)
O (0.151, 1.542, -0.265)
H (0.925, -1.642, -0.302)
H (-1.354, 1.629, 1.210)
H (-0.920, -0.149, -0.644)
C (0.198, 0.078, 1.864)
H (0.225, 0.292, -3.668)
C (-0.260, 1.508, 1.110)
H (1.303, 0.280, 2.091)
H (0.345, 1.616, -3.048)

Computed properties:
Orbital gap, eV: 9.463
Structure (SMILES): NCNCCO.O
Total charge: 0
Energy relative to the best compared isomer or geometry (same formula, charge and spin), kcal/mol: 62.0

Löwdin population analysis, charges in e, atoms 1 to 2:
1. H 0.10
2. H 0.11


| no. | energy (eV) |
| --- | --- |
| 1 | -23830.444 |
| 2 | -30360.418 |
| 3 | -88792.491 |
| 4 | -6851.144 |
| 5 | -19765.847 |
| 6 | -15612.597 |
| 7 | -186707.495 |
| 8 | -10378.860 |